{"formula": "C4H13NO2", "method": "ωB97M-V with the def2-TZVPD basis set", "max_force_ev_per_a": 5.48, "charge": 0, "smiles": "CC(C)NCO.O", "orbital_gap_ev": 9.502, "lumo_energy_ev": 0.57, "species": ["C", "C", "C", "N", "C", "O", "H", "H", "H", "H", "H", "H", "H", "H", "H", "H", "H", "O", "H", "H"], "coordinates": [[-0.37879, 1.30868, 1.04160], [-0.66013, -0.16761, 0.95504], [-1.83618, -0.71180, 1.73793], [-1.10865, -0.39601, -0.40659], [-1.94260, 0.40158, -1.27243], [-1.11784, 1.34299, -1.97773], [-1.23120, 2.04849, 1.08682], [0.37262, 1.87155, 0.46082], [0.05109, 1.60710, 2.04354], [0.33310, -0.58292, 0.97131], [-1.58780, -1.74285, 1.70779], [-2.74995, -0.58565, 1.29164], [-1.82915, -0.23426, 2.79475], [-1.13743, -1.36786, -0.48193], [-2.65865, 1.06498, -0.67100], [-2.59424, -0.14491, -2.01247], [-0.27465, 0.87133, -1.61696], [5.91660, -1.58873, -0.26174], [6.48565, -1.17097, 0.34260], [5.09724, -1.88112, 0.07218]], "forces_ev_per_angstrom": [[0.1137, 3.7524, 3.1840], [-1.5018, 3.2045, -2.4652], [3.4613, 1.1308, 4.0992], [0.8593, -0.2180, -2.3032], [-1.8656, 1.5791, 1.0851], [2.1141, -2.1069, 1.2654], [0.1758, -1.2710, -0.5980], [-0.2686, -1.2447, -0.7923], [-0.3364, -0.9407, -0.3362], [0.0005, -1.1010, 0.8632], [-0.4134, -1.3364, 0.8742], [-1.9980, 0.7976, -1.2306], [-0.2278, -1.3444, -1.3704], [-0.5389, -1.5878, -1.1582], [0.6436, -0.9562, -0.5125], [0.9818, -0.1258, 0.9453], [-1.2015, 1.7690, -1.5504], [0.5792, -0.4290, -2.7149], [0.4697, 0.6160, 1.5532], [-1.0469, -0.1876, 1.1623]], "nbo_charge": [-0.660, -0.060, -0.600, -0.684, 0.073, -0.742, 0.220, 0.235, 0.212, 0.208, 0.208, 0.215, 0.203, 0.368, 0.145, 0.182, 0.476, -0.951, 0.476, 0.475]}